1.
Entry from OMol25: a molecular structure, C21H27Cl3GeN4NaO4Si2 (wB97M-V/def2-TZVPD).

Atoms and positions in Å:
Na: 0.633 0.678 0.742
C: -2.420 0.488 3.597
C: -2.094 -0.513 2.541
N: -1.620 -0.233 1.360
C: -1.481 -1.460 0.687
C: -1.914 -2.510 1.551
N: -2.294 -1.842 2.715
C: -1.925 -3.934 1.550
O: -1.614 -4.576 0.408
O: -2.253 -4.590 2.553
C: -0.929 -1.576 -0.594
O: -0.737 -2.676 -1.185
O: -0.520 -0.410 -1.194
H: -1.535 1.066 3.860
H: -2.797 -0.004 4.495
H: -3.179 1.181 3.235
H: -2.585 -2.322 3.548
H: -1.306 -3.908 -0.275
C: 1.334 -1.166 -3.289
Si: -0.277 -0.315 -2.866
C: -1.741 -1.198 -3.652
C: -0.226 1.439 -3.565
C: -0.722 1.494 -4.880
C: -0.694 2.653 -5.641
C: -0.171 3.809 -5.081
C: 0.319 3.769 -3.785
C: 0.323 2.609 -2.997
Si: 1.108 2.759 -1.211
C: -0.053 4.150 -0.536
C: 2.676 3.818 -1.606
H: 1.516 -1.126 -4.367
H: 1.302 -2.206 -2.960
H: 2.162 -0.657 -2.790
H: -1.634 -1.304 -4.734
H: -2.667 -0.651 -3.456
H: -1.821 -2.193 -3.218
H: -1.147 0.608 -5.336
H: -1.084 2.649 -6.653
H: -0.146 4.734 -5.648
H: 0.722 4.683 -3.359
H: -0.115 5.009 -1.217
H: 0.315 4.510 0.430
H: -1.067 3.772 -0.376
H: 2.453 4.790 -2.065
H: 3.359 3.279 -2.271
H: 3.215 4.011 -0.674
N: 0.448 -4.557 4.202
C: 0.978 -3.512 3.448
C: 1.055 -3.625 2.064
C: 1.428 -2.522 1.326
N: 1.767 -1.344 1.862
C: 1.817 -1.284 3.197
C: 1.440 -2.331 4.023
H: -0.285 -5.036 3.691
H: 0.100 -4.252 5.099
H: 0.719 -4.523 1.562
H: 1.397 -2.571 0.244
H: 2.110 -0.336 3.631
H: 1.442 -2.192 5.098
Cl: 3.653 1.658 5.399
Ge: 2.717 3.315 4.101
Cl: 1.698 4.428 5.829
Cl: 0.849 2.094 3.431

Molar mass in g mol⁻¹: 657.60
2S+1: 2
Total charge: -2
ΔE to the lowest compared entry with this formula, charge and spin in eV: 0.1942
Orbital gap (spin up / spin down) in eV: 4.55 / 5.33
⟨S²⟩: 0.7673

Here are the natural (NBO) charges for atoms 1 to 5, given in e: Na 0.7835; C -0.6604; C 0.4014; N -0.5234; C -0.0683

---

2.
Entry from OMol25: 5 unconnected molecules or ions with the total composition H10O5 (wB97M-V/def2-TZVPD).

Atoms and positions in Å:
H: -0.627 0.351 0.271
H: -0.913 1.161 1.525
H: -1.278 4.191 -0.526
H: -2.740 3.775 -0.535
H: 3.318 -3.064 -0.889
H: 1.892 -2.959 -0.373
H: -3.994 -3.275 -0.378
H: -4.133 -2.292 0.773
H: 3.748 0.790 0.981
H: 4.728 0.857 -0.179
O: -1.242 0.415 1.011
O: -1.962 3.830 -1.101
O: 2.461 -2.674 -1.097
O: -3.566 -2.511 0.025
O: 4.307 1.405 0.493

Molar mass in g mol⁻¹: 90.08
ΔE to the lowest compared entry with this formula, charge and spin in eV: 1.5004
Orbital gap in eV: 11.75
SMILES string: O.O.O.O.O

Here are the natural (NBO) charges for atoms 1 to 5, given in e: H 0.4724; H 0.4620; H 0.4649; H 0.4687; H 0.4663

---

3.
Entry from OMol25: a molecular structure, C31H55BrIrNO3P3 at a distorted geometry (wB97M-V/def2-TZVPD).

Atoms and positions in Å:
N: -5.374 1.267 -2.155
C: -5.066 1.743 -0.943
C: -3.744 1.822 -0.482
C: -2.685 1.454 -1.329
C: -3.023 0.940 -2.590
C: -4.392 0.822 -2.938
C: -1.270 1.731 -0.919
Ir: -0.038 0.262 -0.347
P: 2.084 -0.343 -0.260
C: -0.180 1.539 -1.895
C: 0.869 2.596 -2.116
C: 1.566 2.613 -3.350
C: 2.664 3.458 -3.527
C: 3.101 4.289 -2.472
C: 2.299 4.388 -1.320
C: 1.182 3.560 -1.147
Br: 4.695 5.149 -2.589
H: -1.190 2.563 -0.199
H: -0.433 1.061 -2.848
H: -3.535 2.249 0.494
H: -2.272 0.728 -3.344
H: -5.888 2.078 -0.303
H: -4.666 0.391 -3.910
H: 1.211 2.011 -4.195
H: 0.520 3.714 -0.293
H: 3.206 3.457 -4.472
H: 2.568 5.109 -0.559
P: -0.795 -1.790 -1.057
C: 3.332 0.985 0.078
C: 4.741 0.463 -0.242
H: 3.231 1.327 1.116
H: 3.069 1.851 -0.537
H: 5.555 0.953 0.310
H: 4.829 -0.602 -0.016
H: 4.989 0.550 -1.305
C: 2.572 -0.385 -2.125
C: 3.539 -1.352 -2.791
H: 2.943 0.635 -2.297
H: 1.620 -0.362 -2.673
H: 3.267 -1.475 -3.848
H: 4.550 -0.937 -2.776
H: 3.566 -2.345 -2.342
C: 2.357 -1.222 1.410
C: 3.707 -1.790 1.811
H: 1.595 -2.006 1.498
H: 2.082 -0.469 2.172
H: 3.614 -2.140 2.845
H: 4.019 -2.664 1.231
H: 4.496 -1.036 1.791
C: -0.193 -3.217 -0.065
C: -1.000 -4.508 -0.162
H: -0.143 -2.860 0.972
H: 0.839 -3.399 -0.394
H: -1.978 -4.430 0.330
H: -1.160 -4.824 -1.201
H: -0.458 -5.323 0.335
C: -0.194 -2.191 -2.754
C: -1.174 -2.965 -3.643
H: 0.738 -2.765 -2.605
H: 0.089 -1.247 -3.250
H: -1.588 -3.843 -3.133
H: -1.998 -2.320 -3.977
H: -0.640 -3.310 -4.538
C: -2.583 -2.029 -1.186
C: -3.390 -1.654 0.040
H: -2.754 -3.089 -1.415
H: -2.931 -1.458 -2.055
H: -4.414 -1.400 -0.265
H: -3.466 -2.492 0.746
H: -2.989 -0.788 0.584
C: 1.107 3.421 3.661
C: 0.310 2.827 2.533
O: 0.404 1.348 2.665
P: -0.567 0.344 1.853
O: -2.074 0.880 2.046
C: -2.860 1.017 3.310
C: -2.022 1.050 4.549
O: -0.481 -1.011 2.730
C: -1.575 -1.996 3.079
C: -0.873 -3.076 3.854
H: 0.699 3.133 4.637
H: 1.080 4.513 3.596
H: 2.154 3.106 3.614
H: -0.748 3.102 2.607
H: 0.694 3.135 1.551
H: -3.403 1.955 3.160
H: -3.587 0.198 3.319
H: -1.353 1.918 4.567
H: -2.711 1.154 5.395
H: -1.436 0.132 4.683
H: -2.340 -1.477 3.674
H: -2.034 -2.376 2.152
H: -0.340 -2.620 4.697
H: -1.593 -3.805 4.243
H: -0.153 -3.600 3.213

Molar mass in g mol⁻¹: 854.83
2S+1: 6
Total charge: +4
ΔE to the lowest compared entry with this formula, charge and spin in eV: 0.0000
Orbital gap (spin up / spin down) in eV: 7.00 / 5.85
⟨S²⟩: 8.7934

Here are the Mulliken charges for atoms 1 to 5, given in e: N 0.1018; C -0.6712; C -0.2101; C 0.7131; C -0.2304

---

4.
Entry from OMol25: 2 unconnected molecules or ions with the total composition C5H14 at a distorted geometry (wB97M-V/def2-TZVPD).

Atoms and positions in Å:
C: -0.153 -1.694 -0.524
C: 0.230 -2.955 -1.270
C: 0.993 -0.641 -0.556
H: -1.066 -1.256 -0.966
H: -0.449 -1.801 0.440
H: 1.316 -3.259 -1.002
H: 0.302 -2.900 -2.351
H: 1.872 -1.147 -0.140
H: 1.178 -0.295 -1.574
H: -0.364 -3.818 -0.986
H: 0.848 0.364 -0.094
C: -0.966 3.083 0.923
C: -0.285 1.756 1.267
H: -1.615 3.391 1.716
H: -0.230 3.849 0.771
H: -1.497 3.067 -0.096
H: -0.698 0.731 1.056
H: -0.207 1.798 2.354
H: 0.791 1.728 1.033

Molar mass in g mol⁻¹: 74.17
ΔE to the lowest compared entry with this formula, charge and spin in eV: 1.0723
Orbital gap in eV: 12.30
SMILES string: CCC.CC

Here are the natural (NBO) charges for atoms 1 to 5, given in e: C -0.4034; C -0.6063; C -0.6216; H 0.1919; H 0.1965

---

5.
Entry from OMol25: a molecular structure, C34H46ClFeGeIN3O4SSi at a distorted geometry (wB97M-V/def2-TZVPD).

Atoms and positions in Å:
Fe: 0.639 0.777 -0.271
I: 2.122 1.951 1.902
C: 3.459 0.271 1.739
C: 4.407 0.066 2.732
C: 5.265 -1.016 2.624
C: 5.189 -1.864 1.531
C: 4.218 -1.676 0.525
C: 4.125 -2.520 -0.592
C: 3.153 -2.316 -1.558
C: 2.246 -1.275 -1.432
C: 2.287 -0.426 -0.337
C: 3.282 -0.594 0.642
H: 4.477 0.745 3.568
H: 6.001 -1.193 3.397
H: 5.864 -2.707 1.446
H: 4.827 -3.338 -0.698
H: 3.099 -2.976 -2.415
H: 1.484 -1.134 -2.186
C: 4.737 1.840 -0.895
C: 3.716 2.300 -1.892
C: 4.154 2.929 -3.050
C: 3.203 3.374 -3.965
C: 1.880 3.184 -3.690
C: 1.480 2.555 -2.479
N: 2.431 2.119 -1.613
N: 0.228 2.377 -2.092
Si: -1.108 3.179 -2.812
C: -0.741 5.063 -2.552
C: -1.472 2.917 -4.687
C: -2.846 2.925 -2.077
H: 5.735 2.154 -1.201
H: 4.714 0.756 -0.815
H: 4.516 2.253 0.088
H: 5.210 3.074 -3.230
H: 3.508 3.873 -4.879
H: 1.115 3.506 -4.369
H: 0.246 5.319 -2.925
H: -0.753 5.312 -1.494
H: -1.465 5.700 -3.052
H: -0.634 3.119 -5.349
H: -2.301 3.542 -5.015
H: -1.761 1.880 -4.824
H: -2.936 3.232 -1.041
H: -3.123 1.881 -2.157
H: -3.569 3.499 -2.656
C: -3.253 3.592 2.054
Ge: -2.297 1.816 1.949
C: -1.479 1.625 3.763
C: -3.753 0.487 1.659
C: -1.067 1.897 0.459
H: -3.921 3.621 2.910
H: -3.845 3.765 1.160
H: -2.542 4.409 2.149
H: -2.233 1.685 4.545
H: -0.758 2.424 3.918
H: -0.956 0.681 3.864
H: -4.412 0.406 2.521
H: -3.373 -0.503 1.429
H: -4.355 0.806 0.810
H: -0.744 2.923 0.281
H: -1.575 1.510 -0.418
C: 0.729 -4.234 4.401
C: -0.460 -4.124 3.495
C: -0.589 -4.925 2.357
C: -1.670 -4.795 1.515
C: -2.657 -3.846 1.794
C: -2.541 -3.033 2.922
C: -1.463 -3.178 3.760
S: -3.956 -3.583 0.644
O: -5.085 -2.931 1.267
O: -4.254 -4.831 -0.038
N: -3.279 -2.474 -0.404
C: -2.294 -3.021 -1.318
C: -2.158 -2.241 -2.616
C: -1.611 -0.770 -2.463
O: -2.083 0.056 -3.244
O: -0.728 -0.600 -1.595
H: 1.383 -5.044 4.088
H: 0.420 -4.412 5.433
H: 1.293 -3.302 4.374
H: 0.179 -5.654 2.128
H: -1.787 -5.415 0.640
H: -3.321 -2.311 3.106
H: -1.366 -2.544 4.630
H: -3.955 -1.860 -0.830
H: -2.576 -4.060 -1.551
H: -1.335 -3.028 -0.790
H: -3.115 -2.182 -3.142
H: -1.451 -2.768 -3.266
Cl: 0.787 -1.126 2.706
C: 0.044 -0.923 1.132
H: -1.019 -0.758 1.311
H: 0.172 -1.870 0.609

Molar mass in g mol⁻¹: 911.72
2S+1: 6
Total charge: -2
ΔE to the lowest compared entry with this formula, charge and spin in eV: 1.3658
Orbital gap (spin up / spin down) in eV: 4.85 / 5.88
⟨S²⟩: 8.7658

Here are the Mulliken charges for atoms 1 to 5, given in e: Fe 0.1468; I 0.2067; C 0.1902; C -0.7594; C -0.6946

---

6.
Entry from OMol25: C6H6N2 in the gas phase at a distorted geometry (wB97M-V/def2-TZVPD).

Atoms and positions in Å:
C: -1.180 -1.511 -0.254
C: -0.024 -1.923 -0.123
C: -1.625 -0.177 -0.074
C: -0.356 0.703 -0.131
C: 1.381 -1.365 -0.039
C: 1.056 0.187 0.137
N: -2.772 0.243 0.020
N: -0.651 1.945 -0.221
H: 1.993 -1.487 0.960
H: 1.911 -1.721 -0.975
H: 1.729 0.802 -0.503
H: 1.214 0.541 1.118
H: -2.921 1.242 0.318
H: 0.246 2.521 -0.232

Molar mass in g mol⁻¹: 106.13
ΔE to the lowest compared entry with this formula, charge and spin in eV: 4.1464
Orbital gap in eV: 9.80
SMILES string: [H]/N=C1/C#CCC/C1=N\[H]

Here are the natural (NBO) charges for atoms 1 to 5, given in e: C -0.0778; C 0.0740; C 0.1603; C 0.2523; C -0.4702

---

7.
Entry from OMol25: a molecular structure, C4H8O2 (wB97M-V/def2-TZVPD).

Atoms and positions in Å:
O: 1.174 1.406 1.142
C: 0.005 0.702 1.481
C: -0.345 -0.341 0.431
C: -0.731 0.134 -0.970
C: 0.293 -0.907 -1.426
O: 0.827 -1.011 -0.089
H: 1.823 0.725 0.910
H: 0.085 0.231 2.472
H: -0.810 1.434 1.526
H: -1.045 -1.081 0.844
H: -1.772 0.011 -1.275
H: -0.391 1.157 -1.149
H: 1.047 -0.603 -2.159
H: -0.160 -1.858 -1.737

Molar mass in g mol⁻¹: 88.11
ΔE to the lowest compared entry with this formula, charge and spin in eV: 1.9241
Orbital gap in eV: 11.04

Here are the natural (NBO) charges for atoms 1 to 5, given in e: O -0.7126; C -0.0832; C 0.0802; C -0.4566; C -0.0550

---

8.
Entry from OMol25: a molecular structure, C11H8MgNO5 at a distorted geometry (wB97M-V/def2-TZVPD).

Atoms and positions in Å:
O: 0.068 -0.028 -6.184
C: -0.687 -0.040 -5.323
Mg: -0.567 -0.053 -1.726
O: 2.166 -0.083 -3.884
C: 1.145 -0.037 -3.342
C: -2.791 -0.085 -1.328
O: -3.906 -0.060 -1.066
C: -0.928 -2.265 -2.276
O: -1.134 -3.394 -2.279
C: -0.961 2.153 -2.309
O: -1.239 3.257 -2.320
H: -1.750 -0.067 -3.125
C: 1.444 0.134 4.401
C: 0.907 0.071 2.984
C: 1.351 0.986 2.030
C: 0.861 0.895 0.728
N: -0.038 -0.034 0.320
C: -0.455 -0.916 1.260
C: -0.016 -0.902 2.587
H: 2.550 0.019 4.431
H: 1.204 1.110 4.874
H: 0.978 -0.684 4.984
H: 2.081 1.721 2.346
H: 1.215 1.597 -0.037
H: -1.168 -1.677 0.917
H: -0.331 -1.620 3.338

Molar mass in g mol⁻¹: 258.49
Total charge: +1
Orbital gap in eV: 6.97

Here are the natural (NBO) charges for atoms 1 to 5, given in e: O -0.4914; C 0.5111; Mg 1.5857; O -0.3916; C 0.4355

---

9.
Entry from OMol25: C16H24N2O2 in the gas phase (wB97M-V/def2-TZVPD).

Atoms and positions in Å:
C: 3.292 3.900 0.734
C: 4.184 2.666 0.791
C: 3.821 1.610 -0.255
C: 2.402 1.051 -0.139
C: 2.148 0.334 1.190
C: 0.758 -0.284 1.210
O: -0.163 0.176 1.843
N: 0.660 -1.387 0.408
C: -0.468 -2.234 0.321
C: -0.252 -3.600 0.434
C: -1.303 -4.496 0.450
C: -2.597 -4.011 0.368
C: -2.825 -2.659 0.208
C: -1.775 -1.734 0.142
N: -2.001 -0.390 -0.060
C: -1.278 0.355 -1.064
C: -2.160 0.525 -2.311
H: -1.669 1.161 -3.050
O: -3.382 1.157 -2.003
C: -4.103 0.422 -1.036
H: -5.007 0.998 -0.831
C: -3.267 0.235 0.237
H: -3.807 -0.343 0.984
H: -3.046 1.224 0.657
H: -4.383 -0.558 -1.453
H: -2.354 -0.466 -2.754
H: -0.362 -0.162 -1.344
H: -1.029 1.343 -0.660
H: -3.842 -2.314 0.106
H: -3.435 -4.691 0.403
H: -1.115 -5.554 0.546
H: 0.764 -3.958 0.540
H: 1.528 -1.805 0.105
H: 2.905 -0.439 1.345
H: 2.199 1.045 2.013
H: 1.676 1.857 -0.254
H: 2.244 0.351 -0.965
H: 4.534 0.785 -0.177
H: 3.934 2.050 -1.249
H: 4.139 2.230 1.790
H: 5.220 2.970 0.616
H: 2.272 3.661 1.025
H: 3.277 4.314 -0.272
H: 3.664 4.664 1.412

Molar mass in g mol⁻¹: 276.38
ΔE to the lowest compared entry with this formula, charge and spin in eV: 1.6762
Orbital gap in eV: 8.12
SMILES string: CCCCCC(=O)Nc1ccccc1N1CCOCC1

Here are the natural (NBO) charges for atoms 1 to 5, given in e: C -0.6111; C -0.3960; C -0.3890; C -0.3896; C -0.4993

---

10.
Entry from OMol25: 2 unconnected molecules or ions with the total composition H4O2 at a distorted geometry (wB97M-V/def2-TZVPD).

Atoms and positions in Å:
H: -1.169 0.666 -0.325
H: -0.499 1.180 0.938
H: -0.172 -0.938 0.204
H: 0.740 -2.116 0.126
O: -0.581 1.350 -0.033
O: 0.718 -1.199 -0.085

Molar mass in g mol⁻¹: 36.03
ΔE to the lowest compared entry with this formula, charge and spin in eV: 0.4096
Orbital gap in eV: 12.25
SMILES string: O.O

Here are the natural (NBO) charges for atoms 1 to 5, given in e: H 0.4540; H 0.4658; H 0.4511; H 0.4614; O -0.9157

---

11.
Entry from OMol25: 2 unconnected molecules or ions with the total composition C21H35Cl3N3O at a distorted geometry (wB97M-V/def2-TZVPD).

Atoms and positions in Å:
C: 0.748 5.065 -0.971
C: 0.438 3.917 -0.882
N: 0.190 2.544 -0.756
C: 0.261 1.892 0.658
N: -0.914 1.102 0.883
C: -1.972 1.747 1.690
C: -3.278 0.974 1.449
C: -4.028 1.439 0.198
C: 1.550 0.996 0.655
C: 2.685 1.909 1.196
C: 3.394 2.847 0.198
C: 1.652 0.431 -0.795
N: 2.965 0.168 -1.348
C: 3.882 -0.319 -0.594
C: 5.282 0.222 -0.737
C: 3.728 -1.444 0.401
C: 0.783 -0.856 -0.967
Cl: 0.164 -1.666 0.466
C: 0.523 -1.422 -2.152
C: 1.033 -0.923 -3.479
Cl: -0.435 -2.869 -2.236
C: 0.969 1.589 -1.649
Cl: 1.884 2.343 -2.950
H: 0.913 6.112 -0.849
H: -0.794 2.462 -1.028
H: 0.251 2.720 1.362
H: -1.289 0.682 0.040
H: -2.077 2.811 1.450
H: -1.718 1.586 2.739
H: -3.905 0.966 2.339
H: -3.006 -0.074 1.286
H: -4.993 0.940 0.121
H: -4.177 2.520 0.192
H: -3.481 1.138 -0.704
H: 1.315 0.326 1.477
H: 2.309 2.529 2.010
H: 3.452 1.275 1.649
H: 4.413 3.004 0.560
H: 3.491 2.449 -0.808
H: 2.956 3.844 0.171
H: 5.315 1.024 -1.470
H: 5.611 0.608 0.232
H: 5.997 -0.550 -1.033
H: 4.635 -2.047 0.343
H: 2.864 -2.073 0.209
H: 3.715 -1.021 1.412
H: 2.115 -0.817 -3.507
H: 0.773 -1.671 -4.228
H: 0.537 -0.009 -3.802
H: 0.173 1.117 -2.219
C: -2.796 -4.435 0.740
C: -4.013 -4.610 1.645
C: -4.389 -3.166 1.945
O: -4.006 -2.399 0.797
C: -3.182 -3.200 -0.059
H: -2.587 -5.298 0.111
H: -1.908 -4.230 1.345
H: -4.818 -5.101 1.094
H: -3.813 -5.190 2.544
H: -3.838 -2.785 2.812
H: -5.456 -3.035 2.128
H: -3.769 -3.469 -0.945
H: -2.322 -2.619 -0.378

Molar mass in g mol⁻¹: 451.89
Total charge: +1
Orbital gap in eV: 8.77

Here are the natural (NBO) charges for atoms 1 to 5, given in e: C -0.0837; C 0.0670; N -0.4575; C 0.1696; N -0.6417

---

no.,DFT total energy (Ha)
1,-5535.60037
2,-382.16903
3,-5195.48373
4,-198.84975
5,-6574.62639
6,-341.57018
7,-307.64172
8,-1054.73064
9,-884.06911
10,-152.85988
11,-2440.83383